# 1
Density functional theory data (ωB97M-V/def2-TZVPD) for 2 unconnected molecules or ions with the total composition C5H10O.

Atoms and positions in Å:
O -0.7463 -1.4609 1.5601
C 0.2920 -0.7475 0.8872
C 0.0720 0.7484 1.0245
C -0.5249 1.2430 -0.0572
C -0.7986 0.1610 -1.0688
C 0.0925 -1.0085 -0.6116
H -0.8626 -1.0587 2.4287
H 1.2743 -1.0858 1.2533
H 0.2797 1.2981 1.9398
H -0.8813 2.2618 -0.1889
H -1.8472 -0.1026 -0.8990
H -0.6881 0.4410 -2.1230
H -0.3999 -1.9740 -0.7522
H 1.0531 -1.0425 -1.1397
H 1.8275 1.2281 -0.7616
H 1.8578 1.0990 -1.4918

## Properties
energy relative to the best compared isomer or geometry (same formula, charge and spin)	178.9	kJ/mol
HOMO-LUMO gap	0.3855	Ha
SMILES	O[C@@H]1C=CCC1.[H][H]

# 2
Density functional theory data (ωB97M-V/def2-TZVPD) for a molecular structure, C9H18GaI2N3OP2.

Atoms and positions in Å:
I -2.7758 0.1179 -0.4041
I 2.4302 0.4610 -1.1414
Ga 0.1995 -0.1398 0.0463
P -0.3005 -2.3087 -0.7496
C -0.6752 -3.3582 0.6726
C -1.5244 -2.9280 -1.9541
H -1.3321 -3.9987 -2.1287
H 1.1818 -4.0120 -1.6465
H -1.4350 -2.3656 -2.8885
H 1.5894 -2.3623 -2.2569
H -1.5675 -3.0062 1.1885
H -2.5284 -2.7903 -1.5400
C 1.2901 -2.9482 -1.3799
H -0.8451 -4.3708 0.2915
H 2.0431 -2.7996 -0.5977
H 0.1869 -3.2841 1.3374
P -0.1694 2.5525 -0.7941
C -0.3694 3.4538 0.7967
C 1.2432 3.5199 -1.4950
H -1.6141 2.7199 -2.7234
H -1.3997 4.3190 -1.9504
H -2.5007 3.0747 -1.2449
C -1.5563 3.2479 -1.7672
H 1.6024 3.0123 -2.3922
H 0.9652 4.5516 -1.7508
H -0.3302 4.5379 0.6076
H 0.4293 3.1611 1.4879
H 2.0885 3.5079 -0.8016
H -1.3245 3.1865 1.2601
C -0.6270 0.4755 1.6752
O -1.0946 0.7239 2.7014
N 1.5729 -1.2679 1.6718
C 1.9406 -1.2462 2.7876
N 2.4420 -1.2673 3.9854
C 1.6769 -1.1212 5.0395
N 1.0879 -1.0482 6.0578

## Properties
energy relative to the best compared isomer or geometry (same formula, charge and spin)	242.2	kJ/mol
HOMO-LUMO gap (spin up / spin down)	0.1044 / 0.0837	Ha
net charge	+2

# 3
Density functional theory data (ωB97M-V/def2-TZVPD) for a molecular structure, CH12Na4O9.

Atoms and positions in Å:
Na 0.3134 -1.4614 -7.5050
Na -3.5816 4.2007 -9.4310
Na -8.6841 -0.5984 -8.4468
Na -5.0293 0.6872 -14.3506
C -3.8936 -2.3158 -10.2460
O -3.5840 -1.1532 -10.1705
O -3.3045 -3.1973 -9.6796
O -4.9348 -2.6521 -10.8319
O -8.6827 -6.3601 -10.0463
H -9.5989 -6.1347 -9.8847
H -8.2634 -5.5252 -10.2546
O -2.3629 -7.7852 -12.0184
H -2.6178 -8.3079 -11.2581
H -2.6344 -6.8939 -11.7989
O -7.1526 -5.4156 -15.1072
H -6.8287 -4.8726 -14.3885
H -7.7403 -6.0438 -14.6873
O 1.5079 -4.1866 -11.3355
H 1.4122 -4.3209 -12.2784
H 0.6285 -4.3236 -10.9831
O -6.4897 -4.6222 -6.1206
H -5.6489 -4.4170 -6.5294
H -6.8880 -5.2695 -6.7026
O -2.5502 -8.7944 -7.6523
H -1.9133 -8.1073 -7.8485
H -2.9922 -8.4924 -6.8588

## Properties
energy relative to the best compared isomer or geometry (same formula, charge and spin)	972.0	kJ/mol
HOMO-LUMO gap	0.0896	Ha
net charge	+2

# 4
Density functional theory data (ωB97M-V/def2-TZVPD) for C3HNO3 in the gas phase.

Atoms and positions in Å:
O 1.0284 1.7359 -0.0119
C 0.2765 0.8784 -0.0346
C -1.2485 0.8482 0.0052
N -1.6766 -0.3265 0.1370
O -0.6825 -1.3348 -0.1247
C 0.5756 -0.6215 -0.0678
O 1.6598 -1.1469 0.0954
H -1.9309 1.6210 -0.0463

## Properties
energy relative to the best compared isomer or geometry (same formula, charge and spin)	201.9	kJ/mol
HOMO-LUMO gap	0.3233	Ha
SMILES	O=C1C=NOC1=O

# 5
Density functional theory data (ωB97M-V/def2-TZVPD) for 4 unconnected molecules or ions with the total composition C4H14O4.

Atoms and positions in Å:
C -3.5853 1.0592 1.5887
C 0.1270 0.5262 0.6128
O 0.4631 1.8754 0.5644
C -1.2741 0.2549 0.9605
C -2.2506 1.2452 1.0113
H -4.1955 0.7284 0.7348
H -3.5449 0.1622 2.1969
H -4.0390 1.8279 2.1960
H 0.4076 0.1010 -0.3631
H 0.7525 -0.0306 1.3331
H 0.4463 2.2856 1.4383
H -1.4633 -0.7096 1.4222
H -2.1596 2.1237 0.3771
H 0.0171 0.4729 -2.7544
H 0.1385 -0.8924 -1.9406
O 0.4134 -0.4033 -2.7159
H 2.9235 -0.6560 -2.6544
H 2.2225 -1.9905 -2.7518
O 2.8239 -1.4927 -2.1842
H 4.6154 -2.5294 0.3408
H 3.3355 -1.8549 -0.1022
O 3.8260 -2.1032 0.6896

## Properties
energy relative to the best compared isomer or geometry (same formula, charge and spin)	99.1	kJ/mol
HOMO-LUMO gap (spin up / spin down)	0.3007 / 0.1654	Ha
multiplicity	2
net charge	+1

# 6
Density functional theory data (ωB97M-V/def2-TZVPD) for 13 unconnected molecules or ions with the total composition C46H91BBr25FN2O5P.

Atoms and positions in Å:
C -4.9422 1.3578 4.1936
C -5.5304 -0.0305 3.9420
N -4.9189 -1.0325 4.8518
C -3.9975 -1.9165 4.1342
C -2.7225 -1.1919 3.7145
C -1.5789 -2.1618 3.4949
O -0.4028 -1.4325 3.1818
C 0.7372 -2.2490 2.9296
B 1.9119 -1.8599 3.9611
O 1.6723 -0.8817 4.8627
O 3.1114 -2.5318 3.9827
C 0.4733 -3.7452 3.1130
N -0.7750 -4.2747 2.4449
C -0.5077 -4.9670 1.1433
C 0.6530 -4.4380 0.3131
F 1.7700 -5.2271 0.5278
P -1.3236 -5.6815 3.6146
O -2.1755 -4.8440 4.6649
Br -2.9272 -6.5844 2.3873
C -1.8413 -3.1855 2.3896
C -1.9873 -2.5069 1.0235
C -3.1605 -3.0411 0.1791
C -3.6961 -1.9721 -0.7895
C -2.5848 -1.6506 -1.7885
C -4.9672 -2.5424 -1.4294
C -5.5619 -1.8638 -2.6773
C -6.0008 -0.4505 -2.3641
C -5.2527 0.6630 -2.3204
C -5.5053 1.7163 -1.2570
C -4.2011 1.0077 -3.3411
C -5.9147 -1.8866 5.4755
C -6.9519 -2.5664 4.6098
O -5.8917 -2.0544 6.6742
H -3.8584 1.3025 4.2835
H -5.3672 1.7903 5.0972
H -5.1674 2.0032 3.3419
H -6.6044 0.0221 4.1163
H -5.3435 -0.3242 2.9015
H -4.4767 -2.4160 3.2753
H -3.6999 -2.7001 4.8386
H -2.4204 -0.5747 4.5632
H -2.8595 -0.5064 2.8761
H -1.4278 -2.6546 4.4570
H 1.1138 -2.0014 1.9280
H 2.4961 -0.5197 5.2135
H 3.3914 -2.8789 3.1294
H 1.3284 -4.3667 2.8526
H 0.3188 -3.9096 4.1852
H -0.2412 -6.0017 1.3846
H -1.4132 -5.0193 0.5502
H 0.9048 -3.3992 0.5044
H 0.3927 -4.5204 -0.7430
H -1.8990 -5.0463 5.5919
H -2.7999 -3.6615 2.6019
H -1.0812 -2.5704 0.4191
H -2.1611 -1.4399 1.1654
H -2.8201 -3.8659 -0.4564
H -3.9694 -3.3881 0.8296
H -3.9261 -1.0841 -0.1908
H -1.8405 -0.9950 -1.3293
H -2.9514 -1.1260 -2.6600
H -2.0910 -2.5661 -2.1304
H -5.7473 -2.5816 -0.6618
H -4.7434 -3.5826 -1.7010
H -6.4413 -2.4497 -2.9532
H -4.8763 -1.9363 -3.5264
H -7.0652 -0.3369 -2.1581
H -6.3280 2.3905 -1.5170
H -5.7690 1.2233 -0.3230
H -4.6054 2.3134 -1.1144
H -4.6670 1.6748 -4.0682
H -3.3400 1.5220 -2.9045
H -3.8173 0.1318 -3.8610
H -7.3957 -1.9048 3.8675
H -7.7586 -2.9119 5.2521
H -6.5396 -3.4391 4.0997
Br -5.9498 3.9858 -4.5352
C -4.8579 5.3923 -5.3220
C -3.3939 5.1568 -5.0653
Br -2.9028 5.5747 -3.2276
H -5.2156 6.3319 -4.9134
H -5.0652 5.3600 -6.3901
H -2.7850 5.8098 -5.6862
H -3.1074 4.1260 -5.2266
Br 0.6675 6.8107 -5.5612
C 0.8230 5.1042 -4.6573
C 0.9409 3.9645 -5.6341
Br -0.7700 3.5712 -6.4766
H -0.0463 5.0140 -4.0120
H 1.7257 5.1700 -4.0528
H 1.2377 3.0519 -5.1222
H 1.6391 4.1760 -6.4375
Br 3.2381 9.4477 -5.7094
C 4.8262 8.6760 -6.5273
C 4.5460 7.3581 -7.1987
Br 4.3756 5.9094 -5.9035
H 5.5714 8.5830 -5.7436
H 5.1589 9.4101 -7.2565
H 5.3862 7.0740 -7.8290
H 3.6311 7.3714 -7.7829
Br -1.8658 -5.2281 7.7579
C -1.1422 -3.8389 8.9252
C -1.7528 -2.4916 8.6594
Br -1.0062 -1.7012 7.0508
H -0.0672 -3.8426 8.7797
H -1.3771 -4.1900 9.9272
H -1.5002 -1.8105 9.4689
H -2.8309 -2.5263 8.5338
Br 8.3860 8.4231 -7.5155
C 8.5739 6.8374 -6.3977
C 8.8764 5.6084 -7.2122
Br 7.2877 4.9883 -8.1390
H 7.6492 6.7381 -5.8372
H 9.3876 7.0583 -5.7140
H 9.1774 4.7920 -6.5580
H 9.6377 5.7773 -7.9671
Br 1.0220 -8.2484 4.5812
C 2.1948 -9.0199 3.2261
C 1.4909 -9.1883 1.9077
Br 0.2509 -10.6801 1.9128
H 2.5553 -9.9596 3.6302
H 3.0261 -8.3265 3.1242
H 2.2154 -9.4102 1.1284
H 0.9146 -8.3095 1.6327
Br 9.3056 3.1496 -4.0345
C 10.6515 4.4469 -3.4858
C 10.1839 5.2942 -2.3360
Br 8.8995 6.6441 -2.8849
H 10.8908 5.0360 -4.3661
H 11.5144 3.8590 -3.1816
H 11.0236 5.8433 -1.9148
H 9.7039 4.7114 -1.5561
Br 4.5823 -11.1491 1.2306
C 3.9675 -12.8862 1.8632
C 3.9112 -13.9052 0.7567
Br 2.3792 -13.6380 -0.4056
H 2.9963 -12.7259 2.3220
H 4.6886 -13.1875 2.6193
H 3.7873 -14.8997 1.1790
H 4.7939 -13.8850 0.1258
Br 13.7189 5.8993 -0.7303
C 13.8556 4.3202 0.3953
C 14.1616 3.0831 -0.4051
Br 12.6032 2.4395 -1.3771
H 12.9193 4.2403 0.9382
H 14.6657 4.5264 1.0909
H 14.4506 2.2671 0.2531
H 14.9396 3.2495 -1.1429
Br 6.6715 9.2627 -0.9502
C 7.8697 10.1779 0.2757
C 9.3167 9.9987 -0.1001
Br 9.9763 8.2261 0.3481
H 7.6531 9.7940 1.2673
H 7.5968 11.2292 0.2218
H 9.9394 10.6915 0.4610
H 9.4878 10.1325 -1.1637
Br -7.3140 7.6709 -7.7205
C -9.0293 6.8580 -7.2938
C -8.8553 5.5193 -6.6290
Br -8.3367 4.1384 -7.8928
H -9.5848 6.7914 -8.2235
H -9.5238 7.5535 -6.6198
H -9.7942 5.1817 -6.1960
H -8.0890 5.5386 -5.8602
Br -11.1171 -2.9137 6.6682
C -10.7845 -4.7304 7.2727
C -9.3966 -5.1878 6.9124
Br -9.2475 -5.6135 5.0195
H -11.5534 -5.3549 6.8299
H -10.9055 -4.7101 8.3532
H -9.1468 -6.1058 7.4392
H -8.6460 -4.4316 7.1239

## Properties
HOMO-LUMO gap	0.2699	Ha
net charge	+1

# 7
Density functional theory data (ωB97M-V/def2-TZVPD) for a molecular structure, C34H30Cl2N6O2S2Tl.

Atoms and positions in Å:
Tl 0.5324 0.7619 -0.2291
Cl 2.6028 2.0537 1.2188
C 2.4905 3.7416 0.8085
C 3.4495 4.5811 1.3577
C 3.4247 5.9339 1.0736
C 2.4465 6.4415 0.2351
C 1.4980 5.5999 -0.3074
Cl 0.2864 6.2435 -1.3450
C 1.4835 4.2211 -0.0325
S 0.1876 3.3128 -0.7757
H 4.2053 4.1677 2.0078
H 4.1597 6.5971 1.4994
H 2.4095 7.4919 0.0011
C 4.2204 1.6232 -3.2102
C 4.2776 0.4565 -3.9575
C 3.4683 -0.6126 -3.6059
C 2.6056 -0.4893 -2.5133
N 2.5646 0.6463 -1.8059
C 3.3479 1.6599 -2.1367
C 1.6795 -1.5642 -2.0897
C 1.8067 -2.8796 -2.5504
C 0.9292 -3.8658 -2.1394
C -0.1034 -3.5716 -1.2669
C -0.2307 -2.2783 -0.7841
C 0.6539 -1.2992 -1.1841
H 4.8175 2.4867 -3.4552
H 4.9310 0.3833 -4.8148
H 3.4981 -1.5171 -4.1948
H 3.2651 2.5437 -1.5212
H 2.5995 -3.1502 -3.2299
H 1.0616 -4.8793 -2.4855
H -0.7893 -4.3409 -0.9443
H -1.0100 -2.0450 -0.0742
O -2.3663 -2.4459 6.3250
N -2.1134 -1.2920 6.0674
O -2.5437 -0.3288 6.6537
C -1.2111 -1.0837 4.9455
C -0.2927 -2.0646 4.7330
C 0.6193 -1.9923 3.6485
C 1.6115 -2.9616 3.4156
C 2.4593 -2.8061 2.3447
C 2.2991 -1.6873 1.5196
N 1.3565 -0.7886 1.6954
C 0.5271 -0.9110 2.7421
C -0.4550 0.1177 2.9581
N -0.5237 1.1175 2.0659
C -1.3677 2.1073 2.2587
C -2.2222 2.1543 3.3627
C -2.2050 1.1268 4.2749
C -1.3039 0.0630 4.0917
H -0.2621 -2.9129 5.4043
H 1.7033 -3.7972 4.0933
H 3.2385 -3.5232 2.1371
H 2.9736 -1.5065 0.6929
H -1.3847 2.8874 1.5071
H -2.8982 2.9849 3.4818
H -2.8705 1.1351 5.1241
C -3.7998 -2.9055 -1.8671
N -3.5646 -1.6677 -1.1538
C -3.9774 -1.7390 0.2291
C -2.9107 -0.5975 -1.6402
S -2.3660 0.5990 -0.5572
N -2.7296 -0.4474 -2.9687
C -3.7633 -0.7706 -3.9404
C -1.8061 0.5534 -3.4616
H -3.5454 -3.7332 -1.1993
H -3.1745 -2.9738 -2.7524
H -4.8521 -3.0201 -2.1457
H -5.0457 -1.9561 0.2750
H -3.7816 -0.7901 0.7214
H -3.4329 -2.5304 0.7522
H -4.6403 -1.1766 -3.4496
H -3.3958 -1.4744 -4.6915
H -4.0700 0.1480 -4.4483
H -0.9217 0.6173 -2.8266
H -2.2637 1.5464 -3.4991
H -1.4961 0.2715 -4.4677

## Properties
energy relative to the best compared isomer or geometry (same formula, charge and spin)	0.0	kJ/mol
HOMO-LUMO gap	0.2575	Ha
net charge	+1

# 8
Density functional theory data (ωB97M-V/def2-TZVPD) for 2 unconnected molecules or ions with the total composition C10H11N3S.

Atoms and positions in Å:
C 3.2487 -1.1409 -0.6185
S 3.0676 -0.7318 1.1660
C 1.3308 -0.5457 1.3877
N 0.5803 -0.7488 0.3741
C -0.8326 -0.6258 0.3129
C -1.4236 -0.5269 -0.8480
C -2.7802 -0.3725 -0.9035
C -3.4835 -0.2758 0.2684
C -2.7883 -0.4737 1.4369
N -1.4427 -0.5921 1.5166
H 3.5360 -2.1146 -0.8310
H 4.1682 -0.6448 -0.8958
H 2.2765 -1.0116 -0.9394
H 1.1985 -0.4393 2.3810
H -0.7179 -0.5582 -1.6583
H -3.2497 -0.2231 -1.8974
H -4.5082 -0.1198 0.2653
H -3.3960 -0.4596 2.3027
C 1.4130 2.0233 -0.6984
C 0.4388 1.9464 0.2057
C -0.6696 2.1566 0.7949
N -1.6079 2.4852 1.5148
H 1.6144 1.5273 -1.6620
H 2.3140 2.4362 -0.3249
H -2.5405 2.0688 1.4398

## Properties
energy relative to the best compared isomer or geometry (same formula, charge and spin)	388.1	kJ/mol
HOMO-LUMO gap	0.3013	Ha
SMILES	CS/C=N/c1ccccn1.C=C=C=N

Number 1: strongest force on any atom 0.008 hartree/bohr, total energy -271.68449 Eh. Number 2: strongest force on any atom 0.133 hartree/bohr, total energy -3795.39941 Eh. Number 3: strongest force on any atom 0.125 hartree/bohr, total energy -1370.98171 Eh. Number 4: strongest force on any atom 0.116 hartree/bohr, total energy -395.30054 Eh. Number 5: strongest force on any atom 0.042 hartree/bohr, total energy -461.37707 Eh. Number 6: strongest force on any atom 0.026 hartree/bohr, total energy -67109.37435 Eh. Number 7: strongest force on any atom 0.029 hartree/bohr, total energy -3681.62929 Eh. Number 8: strongest force on any atom 0.130 hartree/bohr, total energy -949.92797 Eh.